A molecular structure, C3H7NO2, computed with ωB97M-V/def2-TZVPD.

Geometry as ORCA input:
```
! wB97M-V def2-TZVPD RIJCOSX def2/J DEFGRID3
* xyz 0 1
O -1.6306 0.3211 -0.0552
C -0.6041 -0.5416 0.4353
C 0.2891 -1.2489 -0.5735
O 1.2603 -0.2492 -0.8867
C 0.9254 0.6488 0.1160
N 0.2871 1.7692 -0.2379
H -0.7293 1.4602 -0.5113
H -0.4477 -0.6333 1.5135
H -1.7046 -0.9809 0.3220
H 0.7697 -2.1364 -0.1422
H -0.2557 -1.5243 -1.4821
H 1.5978 0.6768 0.9759
H 0.2426 2.4385 0.5262
*
```

Results
**HOMO-LUMO gap**: 8.9893 eV
**Energy above the lowest of the compared OMol25 structures with the same formula, charge and spin**: 141.2 kcal/mol
**Strongest force on any atom**: 0.472 eV/Å
**E**: -323.55588 Eh

C6H9N in the gas phase in a non-equilibrium geometry, computed with ωB97M-V/def2-TZVPD.

Geometry as ORCA input:
```
! wB97M-V def2-TZVPD RIJCOSX def2/J DEFGRID3
* xyz 0 1
C -0.9630 -1.6633 0.4298
C 0.0960 -0.6701 0.0629
C 1.4982 -0.9460 -0.1250
C 2.0891 0.2163 -0.4793
N 1.1454 1.2499 -0.4792
C -0.0900 0.6649 -0.1401
C -1.3758 1.4401 -0.0991
H -0.5270 -2.6495 0.6152
H -1.7103 -1.7709 -0.3648
H -1.4942 -1.3557 1.3386
H 1.9902 -1.8969 0.0209
H 3.1045 0.4775 -0.7451
H 1.5569 1.8253 0.2542
H -2.1362 0.9767 -0.7442
H -1.2418 2.4683 -0.4480
H -1.7987 1.4713 0.9126
*
```

Results
**HOMO-LUMO gap**: 9.1407 eV
**Energy above the lowest of the compared OMol25 structures with the same formula, charge and spin**: 17.1 kcal/mol
**Strongest force on any atom**: 1.342 eV/Å
**E**: -288.75484 Eh

A gas-phase ion, C13H20NO5S (charge +1) in a non-equilibrium geometry, computed with ωB97M-V/def2-TZVPD.

Geometry as ORCA input:
```
! wB97M-V def2-TZVPD RIJCOSX def2/J DEFGRID3
* xyz 1 1
O -4.7043 2.7211 -1.2389
C -3.5934 2.6038 -0.8379
O -2.5898 3.4177 -1.2069
C -3.1635 1.5077 0.0887
C -3.3539 0.1678 -0.6562
C -3.2925 -1.0166 0.3315
C -1.8651 -1.2444 0.7347
C -1.3440 -0.8880 1.9793
C 0.0018 -1.0874 2.2467
C 0.8339 -1.6485 1.2713
C 2.3099 -1.8111 1.5217
C 2.9778 -0.4277 1.6102
C 2.6107 0.5368 0.4869
C 2.9997 -0.0152 -0.8769
S 2.8007 1.2022 -2.1398
O 3.0912 2.4879 -1.6041
O 1.5401 1.0147 -2.7987
O 3.9489 0.7435 -3.1260
C 0.2659 -2.0106 0.0610
N -1.0487 -1.8018 -0.1750
H -2.8336 3.7682 -2.0765
H -3.8276 1.4873 0.9476
H -2.1315 1.6460 0.3884
H -2.5579 0.0871 -1.3950
H -4.3084 0.1939 -1.1665
H -3.8806 -0.7977 1.2127
H -3.6263 -1.9193 -0.1768
H -2.0115 -0.4458 2.6988
H 0.4165 -0.7933 3.1979
H 2.4564 -2.3544 2.4507
H 2.7578 -2.4270 0.7467
H 2.6987 0.0308 2.5565
H 4.0608 -0.5175 1.6277
H 3.1587 1.4594 0.6463
H 1.5563 0.8130 0.4925
H 4.0571 -0.2817 -0.8569
H 2.4652 -0.9127 -1.1578
H 3.6915 1.0192 -4.0201
H 0.8703 -2.4463 -0.7148
H -1.4373 -2.0611 -1.0729
*
```

Results
**HOMO-LUMO gap**: 8.7324 eV
**Strongest force on any atom**: 1.180 eV/Å
**E**: -1336.30571 Eh